C9H15INP | ωB97M-V/def2-TZVPD

Geometry as XYZ:
```
27
Properties=species:S:1:pos:R:3:forces:R:3
I 0.426 2.707 -0.206 -0.0730 -0.1934 0.0482
H 2.438 0.573 -0.141 -1.1884 1.0526 -1.0617
C 0.919 -0.146 -1.423 -2.2518 -3.1051 -0.9947
C 0.231 -0.658 1.052 0.8854 3.5490 0.1337
H 1.450 -1.168 -1.447 -0.2822 1.4598 -0.1084
H 1.379 -0.793 0.973 -1.8837 -0.4686 0.8851
C -0.221 -0.324 -0.431 -0.4247 -0.0171 1.6105
C -0.753 -1.650 1.653 2.2957 0.4178 0.4612
C -0.648 -3.102 1.193 -0.4765 0.8822 1.6111
H -1.165 -3.741 1.831 -0.3637 -1.3981 1.0467
C -0.997 0.985 -0.528 -0.7774 -0.5956 3.8066
H 2.236 5.035 0.142 0.3112 -0.5478 -0.1443
N 1.630 5.831 0.246 0.2402 0.5115 -0.0278
H 0.267 -0.125 -2.388 1.8903 0.6250 0.8804
C -1.048 -1.564 -0.780 -1.5886 1.1671 -0.7908
H -1.346 1.170 -1.469 -0.9154 0.4319 -2.6235
P 0.221 5.871 0.826 -0.6846 0.1630 0.2147
H 0.038 0.358 1.640 0.9157 -2.0120 -0.9137
H -2.608 -2.280 0.718 0.1469 -0.2026 -0.4174
H -1.879 1.116 0.208 1.6421 -0.1797 -0.9411
H -1.102 -1.381 2.655 -0.2145 -0.4552 -0.5560
H -0.338 -2.121 -1.402 -0.5931 -0.8782 0.3338
C 1.733 0.961 -0.973 3.4588 -0.0507 -0.5078
C -1.538 -2.175 0.548 -2.0066 0.7570 -2.5485
H 2.386 1.337 -1.802 -0.5295 0.2067 0.8804
H -1.920 -1.258 -1.442 0.9143 -0.5729 0.6223
H 0.214 -3.457 0.746 1.5533 -0.5467 -0.8990
```
Forces are in eV/Å.

Values from the calculation:
E: -28449.43251 eV
Lowest unoccupied orbital energy (alpha / beta): -0.104 / -0.334 eV
Orbital gap (alpha / beta): 5.97 / 6.61 eV
Charge: 0
Molar mass: 295.10 g mol⁻¹
Maximum force: 3.96 eV/A